No. 1
Computed, not measured: a cluster of 3 separate species, C4H12N2O in total in a non-equilibrium geometry, with ωB97M-V/def2-TZVPD.

Element x y z (Å)
C: 0.8535 -0.3604 -0.3443
C: -1.1091 0.6697 -0.0147
C: 0.9617 0.6742 0.5844
C: -1.9208 -0.5549 0.3197
N: 0.9124 -1.6749 -0.0222
N: -1.4346 1.2455 -1.2668
O: 2.9554 0.6031 0.4872
H: 3.4279 0.0827 1.1517
H: 0.9287 -0.1256 -1.3995
H: -1.2273 1.4255 0.7602
H: 1.2581 -1.9042 0.8983
H: 1.1723 -2.3338 -0.7370
H: -1.3705 0.6037 -2.0461
H: -0.9364 2.1013 -1.4718
H: 0.8677 0.4656 1.6416
H: 1.0657 1.6908 0.2451
H: -1.5608 -1.0171 1.2391
H: -2.9740 -0.2873 0.4488
H: -1.8701 -1.3039 -0.4737

Properties
spin multiplicity	1
charge	0


No. 2
Computed, not measured: a cluster of 2 separate species, C4H12N2O in total in a non-equilibrium geometry, with ωB97M-V/def2-TZVPD.

Element x y z (Å)
C: -0.8605 1.5062 2.6449
C: -0.9343 1.1772 1.1357
C: 0.2604 0.2714 0.8155
N: 2.5020 -0.9447 -0.8102
C: 1.1398 -0.9765 -0.9786
N: 0.2960 -0.0921 -0.6211
H: 0.1200 1.9187 2.8776
H: -1.0013 0.6253 3.2734
H: -1.6915 2.1721 2.8863
H: -0.8367 2.0996 0.5680
H: -1.8117 0.5665 0.9348
H: 1.2005 0.7761 1.0876
H: 0.2114 -0.6218 1.4392
H: 3.0501 -1.7838 -0.8528
H: 2.8764 -0.0916 -0.4286
H: 0.8611 -1.8395 -1.5971
H: -2.6356 -0.4241 -2.6785
H: -1.5179 -0.1903 -1.7277
O: -1.9996 -0.9267 -2.1531

Properties
spin multiplicity	1
charge	0


No. 3
Computed, not measured: a cluster of 2 separate species, C4H12N2O in total in a non-equilibrium geometry, with ωB97M-V/def2-TZVPD.

Element x y z (Å)
C: -0.9623 -0.0529 -1.8881
C: 0.1529 -0.1770 -0.7971
C: -0.4969 0.2625 0.5235
N: -1.0899 1.7230 3.2140
C: 0.0136 0.9503 2.8033
N: 0.1919 0.2003 1.7927
H: -1.8148 0.5507 -1.5860
H: -0.5324 0.5940 -2.7507
H: -1.1815 -0.9574 -2.4673
H: 0.6128 -1.1266 -0.5823
H: 1.0201 0.5292 -0.9706
H: -1.1392 -0.6604 0.6019
H: -1.1876 1.1043 0.4774
H: -0.7885 2.6988 3.2766
H: -1.8658 1.4177 2.6324
H: 0.9491 1.0403 3.3716
H: 2.1108 -3.1048 -2.8752
H: 2.9831 -2.0778 -2.1503
O: 3.0247 -2.9143 -2.6259

Properties
spin multiplicity	2
charge	+1


No. 4
Computed, not measured: the ion C4H12N2O with charge +1 in a non-equilibrium geometry, with ωB97M-V/def2-TZVPD.

Element x y z (Å)
C: -0.5191 0.8010 0.0178
C: -1.3540 -0.4134 -0.4610
C: -2.7469 0.0622 -0.9199
O: -0.6436 -1.1526 -1.4231
N: 0.5107 0.5412 0.9873
C: 1.8029 0.1435 0.4324
N: 2.9200 0.2276 1.3566
H: -0.0388 1.1357 -0.9056
H: -1.1864 1.5709 0.4012
H: -1.4841 -1.0832 0.4026
H: -2.5196 0.9495 -1.5243
H: -3.3889 0.3371 -0.0979
H: -3.0683 -0.6857 -1.6383
H: -0.5350 -2.0474 -1.1120
H: 0.6390 0.7101 1.9821
H: 1.5966 -0.9042 0.1124
H: 1.9851 0.8271 -0.3957
H: 2.6726 -0.1054 2.2816
H: 3.5690 -0.4566 0.9868

Properties
spin multiplicity	2
charge	+1


No. 5
Computed, not measured: the ion C4H12N2O with charge +2 in a non-equilibrium geometry, with ωB97M-V/def2-TZVPD.

Element x y z (Å)
C: -0.5968 -0.1643 0.5196
C: -1.9825 -0.3611 0.5552
C: 0.5240 -0.5057 -1.6140
C: 0.4201 0.3893 -0.3692
N: 1.4793 -0.9106 1.8871
N: 0.1323 1.8047 -0.7795
O: 0.1477 -0.9529 1.9203
H: -2.3974 -0.0907 1.5444
H: -2.5465 0.0874 -0.2627
H: -2.2107 -1.4457 0.5909
H: 1.3635 -0.1926 -2.2321
H: -0.3910 -0.4706 -2.2019
H: 0.7025 -1.5426 -1.3395
H: 1.3828 0.3724 0.1843
H: 1.9033 -1.7316 1.4456
H: 1.8360 -0.7675 2.8350
H: -0.7643 1.9019 -1.2833
H: 0.8729 2.1275 -1.4249
H: 0.1247 2.4527 0.0249

Properties
spin multiplicity	1
charge	+2


No. 6
Computed, not measured: the ion C4H12N2O with charge +3 in a non-equilibrium geometry, with ωB97M-V/def2-TZVPD.

Element x y z (Å)
O: -0.1809 0.8379 -2.5862
C: -0.3878 0.0113 -1.7518
C: -0.6571 0.6600 -0.1630
C: 0.4799 0.0279 0.6305
C: 0.0439 -1.2133 1.4424
N: 1.1708 -2.1306 1.8456
N: -0.6481 2.0882 -0.1949
H: -0.5570 -1.0065 -1.5524
H: -1.6484 0.2613 0.2832
H: 0.9702 0.6817 1.2527
H: 1.1982 -0.4628 0.0440
H: -0.6830 -1.9548 0.8583
H: -0.6070 -1.0225 2.2629
H: 1.8763 -1.6590 2.2698
H: 1.4754 -2.6309 1.0909
H: 0.6851 -2.9630 2.4694
H: 0.0385 2.5759 0.4939
H: -1.5136 2.5640 -0.0929
H: -0.3190 2.2940 -1.1934

Properties
spin multiplicity	2
charge	+3


No. 7
Computed, not measured: a cluster of 2 separate species, C4H12N2O2 in total, with ωB97M-V/def2-TZVPD.

Element x y z (Å)
C: -1.1364 0.3001 -1.0604
C: -0.8119 0.0599 0.3721
C: 1.1789 -1.4939 1.3835
C: 1.8604 0.3448 -0.1090
N: 0.8414 -0.6725 0.2118
N: -0.9000 1.5910 -1.5478
O: -1.2388 -0.6663 -1.8196
O: -2.7283 0.8868 0.2161
H: 0.6725 -1.2644 -0.6029
H: -3.3712 0.1755 0.1061
H: -1.3874 2.2829 -0.9906
H: -1.1888 1.6480 -2.5168
H: -1.2860 -0.8011 0.8115
H: -0.5912 0.8834 1.0346
H: 2.1548 -1.9706 1.2642
H: 0.4183 -2.2612 1.5187
H: 1.1992 -0.8571 2.2684
H: 1.9652 1.0134 0.7459
H: 2.8256 -0.1220 -0.3190
H: 1.5237 0.9230 -0.9668

Properties
spin multiplicity	1
charge	0


No. 8
Computed, not measured: a cluster of 2 separate species, C4H12N2O2 in total in a non-equilibrium geometry, with ωB97M-V/def2-TZVPD.

Element x y z (Å)
C: 0.1743 1.8114 -1.5445
N: 0.9499 0.6403 -0.9306
C: 0.2706 0.3011 0.3043
C: 0.8144 -0.9252 0.9726
N: 1.7188 -1.8338 0.4512
C: 1.8355 -2.1889 -0.9769
O: 0.4340 -1.1190 2.0868
H: 0.6068 1.9560 -2.5740
H: 0.3031 2.7154 -0.9763
H: -0.8801 1.4315 -1.4914
H: 1.9410 0.9183 -0.6628
H: 0.3346 1.0843 0.9549
H: -0.8069 -0.1800 0.1892
H: 2.3914 -2.1482 1.2408
H: 1.5621 -3.2630 -1.0264
H: 1.1974 -1.6228 -1.7111
H: 2.7932 -2.1223 -1.5163
H: -5.7229 1.8598 0.0487
H: -4.9612 2.7645 1.0185
O: -4.9350 2.4903 0.0793

Properties
spin multiplicity	1
charge	0


No. 9
Computed, not measured: a cluster of 2 separate species, C4H12N2O2 in total in a non-equilibrium geometry, with ωB97M-V/def2-TZVPD.

Element x y z (Å)
C: 0.3973 1.7314 -1.1536
C: -1.7364 0.0871 0.8145
C: -1.0434 -0.7383 -0.2306
O: 0.4611 2.3997 0.1072
O: -1.5869 -1.3527 -1.1246
H: 0.7060 3.3219 -0.0267
H: 1.3445 1.8164 -1.7031
H: -0.3858 2.1697 -1.7805
H: -2.7220 0.3528 0.4406
H: -1.8432 -0.4991 1.7282
H: -1.1836 0.9905 1.0603
C: 0.9636 -0.9341 1.3219
N: 0.3875 -0.9330 -0.0183
N: 1.0185 -1.8604 -0.8919
H: 0.5086 0.4865 -0.8298
H: 0.5353 -2.7583 -0.8255
H: 0.8148 -1.5178 -1.8317
H: 0.8433 0.0630 1.7452
H: 0.4955 -1.6774 1.9698
H: 2.0254 -1.1478 1.2284

Properties
spin multiplicity	1
charge	0


No. 10
Computed, not measured: a structure of composition C4H12N2O2 in a non-equilibrium geometry, with ωB97M-V/def2-TZVPD.

Element x y z (Å)
C: -0.2943 0.4464 0.6549
C: 0.1753 0.1128 -0.6741
C: 0.7477 -1.5940 -0.2839
C: -0.8118 0.0033 -1.8180
N: 0.5823 0.7823 1.6732
N: -0.7245 2.1555 -0.0162
O: -1.4304 -0.1854 1.0663
O: 1.7261 -1.6223 0.7325
H: -1.2791 -0.5647 1.9457
H: 2.5962 -1.6290 0.3068
H: 1.1140 0.5944 -0.9330
H: 1.5375 0.4977 1.4835
H: 0.3026 0.4338 2.5818
H: -1.7400 2.1593 0.0719
H: -0.3864 2.6887 0.7843
H: -0.0661 -2.2620 0.0009
H: 1.1515 -1.9522 -1.2344
H: -1.8082 -0.2800 -1.4734
H: -0.8950 0.9666 -2.3242
H: -0.4974 -0.7511 -2.5446

Properties
spin multiplicity	1
charge	0


Results for ΔE to the lowest compared entry with this formula, charge and spin: 476.3; 188.0; 245.3; 121.6; 535.6; 204.6; 357.3; 304.8; 356.8; 383.3 (in kJ/mol, following the order of the records).